Molecular formula: C62H126N6O12
Method: DFT, ωB97M-V/def2-TZVPD

Element x y z (Å)
C  3.8044  21.8929  4.7362
C  2.8182  20.9198  5.3291
C  1.3338  21.3675  5.2312
O  0.7126  20.4003  4.4178
C  1.5851  19.4589  4.0118
O  1.3453  18.5706  3.2691
O  2.8126  19.7410  4.4737
H  3.4054  22.3487  3.8279
H  4.7258  21.3944  4.4538
H  3.9154  22.6902  5.4778
H  3.0298  20.5225  6.3183
H  1.1847  22.4041  4.9325
H  0.9175  21.3126  6.2451
C  1.1763  18.2708  -0.6848
C  2.4121  18.5792  0.1655
C  3.7758  18.4081  -0.5047
O  4.5151  19.5647  -0.0927
C  3.7025  20.4292  0.5320
O  4.0336  21.4793  0.9409
O  2.4499  19.9892  0.5369
H  0.9776  19.1654  -1.2815
H  0.3371  18.0598  -0.0296
H  1.4432  17.4872  -1.3930
H  2.3298  18.0552  1.1200
H  3.7801  18.2517  -1.5857
H  4.2505  17.5199  -0.0827
C  3.5148  14.5008  -5.4772
C  2.7503  14.2182  -4.1821
C  2.3842  12.7583  -4.1885
C  1.9947  12.2529  -2.7940
C  3.1378  12.4864  -1.8048
C  3.6233  13.9211  -1.7541
N  3.6794  14.5086  -3.0954
O  4.0212  15.8804  -3.0493
C  2.7300  14.7139  -0.7818
C  5.0429  13.9466  -1.2226
C  1.5236  15.1236  -4.1661
H  4.3868  13.8433  -5.5361
H  3.9127  15.5098  -5.5839
H  2.8473  14.2934  -6.3181
H  1.4874  12.6603  -4.8123
H  3.1347  12.0995  -4.6326
H  1.5766  11.2429  -2.7939
H  1.0868  12.8069  -2.4851
H  3.9027  11.7577  -2.1004
H  2.8119  12.2063  -0.8004
H  1.6635  14.6422  -0.9936
H  2.8364  14.2900  0.2259
H  3.0803  15.7375  -0.6702
H  5.2106  13.3247  -0.3402
H  5.7146  13.4904  -1.9649
H  5.4628  14.9450  -1.0780
H  1.8076  16.1773  -4.2312
H  1.0810  15.0935  -3.1567
H  0.7242  14.9173  -4.8778
H  4.9406  15.9263  -3.3401
C  -3.9801  15.9328  -3.9215
C  -2.7880  15.3774  -4.6873
C  -3.1615  15.0680  -6.1289
C  -3.1385  16.2613  -7.0804
C  -1.7979  16.9767  -6.9576
C  -1.5630  17.4659  -5.5447
N  -1.6423  16.3096  -4.6690
O  -1.2203  16.6547  -3.3513
C  -0.1725  18.0930  -5.5227
C  -2.5353  18.5881  -5.1709
C  -2.2799  14.1132  -4.0216
H  -4.7208  15.1606  -3.6940
H  -4.5288  16.6819  -4.4929
H  -3.6480  16.3794  -2.9918
H  -2.6693  14.1927  -6.5574
H  -4.2182  14.7541  -6.1404
H  -3.9700  16.9616  -6.9295
H  -3.2973  15.9282  -8.1118
H  -1.6631  17.7656  -7.6982
H  -1.0860  16.1785  -7.2131
H  -0.0759  18.8432  -6.3114
H  0.0411  18.6424  -4.6002
H  0.6370  17.3704  -5.6576
H  -2.3111  18.9973  -4.1822
H  -2.5404  19.4327  -5.8698
H  -3.5876  18.3009  -5.1383
H  -1.6807  14.3058  -3.1277
H  -1.6262  13.5078  -4.6607
H  -3.0755  13.4276  -3.7141
H  -0.4561  16.0825  -3.2335
C  -5.2440  16.8069  1.7415
C  -4.7906  17.3812  3.0709
C  -3.5056  16.6186  3.4556
C  -2.2707  17.2416  2.8125
C  -2.2695  18.7482  2.9455
C  -3.4793  19.4575  2.3557
N  -4.6123  18.8312  3.0280
O  -5.8314  19.4090  2.5401
C  -3.3842  20.8946  2.7731
C  -3.4744  19.3216  0.8515
C  -5.8144  17.0728  4.1639
H  -6.0283  17.3632  1.2295
H  -5.6098  15.7744  1.8384
H  -4.4072  16.6749  1.0632
H  -3.4265  16.6022  4.5416
H  -3.5468  15.6121  3.0392
H  -2.1344  16.9704  1.7589
H  -1.3707  16.8483  3.2978
H  -1.3640  19.1448  2.4705
H  -2.1719  18.9693  4.0146
H  -4.2515  21.5017  2.5209
H  -3.2115  20.9811  3.8538
H  -2.4613  21.3324  2.3792
H  -4.4977  19.4642  0.4818
H  -2.9007  20.1139  0.3703
H  -3.1959  18.3205  0.5356
H  -5.9726  15.9968  4.2245
H  -6.7908  17.4721  3.8626
H  -5.5249  17.5571  5.0934
H  -6.2069  19.8892  3.2859
C  8.3900  24.0173  -0.7682
C  8.0612  22.7972  0.1052
C  9.3528  22.0848  0.5079
C  10.0487  22.7329  1.7229
C  9.0571  22.8055  2.8600
C  7.7820  23.5841  2.5126
N  7.2414  22.9607  1.3078
O  5.9399  23.4970  0.9977
C  6.8193  23.4175  3.6776
C  8.1130  25.0658  2.3027
C  7.2856  21.7689  -0.7508
H  8.7135  23.6855  -1.7554
H  9.2415  24.5513  -0.3388
H  7.5352  24.6857  -0.8625
H  9.1562  21.0483  0.7909
H  10.0741  22.1501  -0.3109
H  10.4144  23.7360  1.4856
H  10.9221  22.1114  1.9302
H  9.4987  23.2796  3.7451
H  8.8082  21.7822  3.1623
H  7.2946  23.7938  4.5860
H  5.9654  24.0746  3.4940
H  6.5319  22.3787  3.8074
H  7.2354  25.6309  1.9795
H  8.3471  25.4951  3.2851
H  8.9273  25.2115  1.6050
H  7.9620  21.2488  -1.4422
H  6.5990  22.2606  -1.4515
H  6.7479  21.0702  -0.1253
H  5.3143  22.7549  1.1388
C  5.3967  17.9626  4.4571
C  6.5311  17.8590  3.4129
C  7.8558  17.7438  4.1677
C  8.1598  16.4052  4.7984
C  8.0297  15.2821  3.7750
C  6.7472  15.3952  2.9412
N  6.5199  16.7623  2.4718
O  5.3531  16.8405  1.6219
C  6.9636  14.5388  1.6911
C  5.5819  14.8383  3.7505
C  6.5483  19.2010  2.6947
H  4.4327  17.7628  3.9778
H  5.3539  18.9112  4.9833
H  5.4416  17.1936  5.2358
H  8.6491  17.9833  3.4396
H  8.0097  18.5378  4.9087
H  7.5878  16.1668  5.7080
H  9.1537  16.4317  5.2659
H  8.0115  14.3323  4.3156
H  8.9191  15.2670  3.1392
H  7.8228  14.9364  1.1479
H  7.0904  13.4756  1.8910
H  6.0841  14.5983  1.0425
H  5.5901  15.2800  4.7508
H  4.5945  15.0600  3.3455
H  5.6720  13.7662  3.9426
H  5.5484  19.4351  2.3071
H  7.2501  19.2323  1.8582
H  6.7284  20.0390  3.3701
H  5.7432  16.7841  0.7409
C  0.4366  22.5411  1.7569
C  0.1606  23.3131  0.4668
C  1.2109  24.3958  0.4078
C  1.3239  24.9717  -0.9987
C  1.7410  23.8542  -1.9406
C  0.6975  22.7536  -1.9616
N  0.4078  22.3425  -0.5993
O  -0.6079  21.3206  -0.5659
C  -0.5629  23.2334  -2.7257
C  1.2748  21.5732  -2.7286
C  -1.2167  23.9277  0.5388
H  1.5049  22.3450  1.8285
H  -0.1292  21.6171  1.8840
H  0.0997  23.1487  2.6110
H  0.9311  25.2307  1.0595
H  2.2266  24.1209  0.7008
H  2.1019  25.7440  -1.0460
H  0.4203  25.4727  -1.3613
H  2.7208  23.4455  -1.6690
H  1.8704  24.1999  -2.9711
H  -0.2920  24.0838  -3.3583
H  -0.9909  22.4356  -3.3298
H  -1.3593  23.6040  -2.0884
H  0.6051  20.7165  -2.8376
H  1.5793  21.8990  -3.7243
H  2.1557  21.1994  -2.1893
H  -1.3388  24.6331  1.3589
H  -1.9603  23.1339  0.6683
H  -1.5201  24.4180  -0.3853
H  -0.0885  20.5159  -0.4548

Calculated values
Electronic energy (eV): -99842.6483
SMILES: CC1(C)CCCC(C)(C)N1O.CC1(C)CCCC(C)(C)N1O.CC1(C)CCCC(C)(C)N1O.CC1(C)CCCC(C)(C)N1O.CC1(C)CCCC(C)(C)N1O.CC1(C)CCCC(C)(C)N1O.C[C@H]1COC(=O)O1.C[C@H]1COC(=O)O1
Kohn-Sham gap (eV): 8.29
Energy above the lowest of the compared OMol25 structures with the same formula, charge and spin (kcal per mole): 0.00
LUMO (Eh): 0.0151
Charge: 0
Highest occupied orbital energy (eV): -7.875

Mulliken population analysis, charges in e, atoms 1 to 6:
1 C -0.486
2 C 0.199
3 C -0.621
4 O -0.281
5 C 0.575
6 O -0.479